## one
# C5H35N2O12

A cluster of 12 separate species, C5H35N2O12 in total (ωB97M-V with the def2-TZVPD basis set, OMol25).

Cartesian coordinates (Å):
C  0.84  -2.12  -1.33
C  0.61  -0.63  -1.03
C  -0.34  -0.24  -2.14
C  -0.51  1.27  -2.22
N  -1.61  1.77  -1.42
N  0.10  -0.63  0.33
C  1.19  -1.07  1.46
O  2.23  -0.27  1.45
H  2.04  -2.35  -1.26
H  0.42  -2.47  -2.27
H  0.35  -2.76  -0.59
H  1.57  -0.19  -1.10
H  0.00  -0.70  -3.06
H  -1.39  -0.77  -2.23
H  -0.64  1.53  -3.36
H  0.50  1.67  -2.03
H  -2.27  1.21  -1.07
H  -1.26  2.36  -0.79
H  -0.43  0.22  0.28
H  1.60  -2.12  1.19
H  0.77  -1.24  2.47
H  -1.16  1.04  3.32
H  0.28  1.13  3.01
O  -0.49  0.70  2.88
H  1.46  3.42  -1.05
H  2.50  2.27  -1.06
O  2.06  2.98  -1.71
H  2.47  0.73  -3.69
H  2.12  -0.81  -3.62
O  2.30  -0.09  -4.22
H  -0.97  -2.33  1.28
H  -1.66  -3.62  1.28
O  -1.03  -3.11  1.73
H  0.14  2.48  1.35
H  -1.42  2.40  1.59
O  -0.66  2.89  1.74
H  -2.77  0.31  1.87
H  -1.67  -0.19  1.13
O  -2.67  -0.23  1.10
H  -2.78  -1.60  -0.82
H  -3.79  -2.44  -1.88
O  -2.86  -2.31  -1.53
H  3.32  -0.25  3.71
H  2.20  0.93  3.23
O  2.67  0.37  4.02
H  -1.98  0.14  -4.35
H  -2.70  0.52  -3.13
O  -2.61  -0.10  -3.85
H  0.68  -0.90  4.37
H  -0.73  -1.39  3.96
O  -0.21  -1.06  4.68
H  2.01  0.96  0.91
H  2.30  2.56  1.61
O  1.89  2.12  0.91

Summary:
HOMO-LUMO gap = 0.29323 hartree
Total charge = -1
2S+1 = 1

---

## two
# C5H35N2O12

A cluster of 12 separate species, C5H35N2O12 in total (ωB97M-V with the def2-TZVPD basis set, OMol25).

Cartesian coordinates (Å):
C  1.98  1.35  -1.38
C  0.91  0.24  -1.08
C  1.74  -1.01  -0.83
C  0.89  -2.28  -0.80
N  0.40  -2.64  0.52
N  0.17  0.74  0.09
C  -0.67  1.93  -0.20
O  -1.62  1.70  -1.16
H  1.67  1.93  -2.26
H  2.99  0.98  -1.50
H  2.06  2.06  -0.56
H  0.30  0.19  -1.99
H  2.54  -1.03  -1.57
H  2.46  -0.99  0.01
H  1.52  -3.09  -1.23
H  0.15  -2.15  -1.58
H  0.79  -2.18  1.33
H  -0.60  -2.64  0.52
H  -0.17  -0.13  0.48
H  0.01  2.70  -0.61
H  -1.07  2.41  0.70
H  -2.65  0.39  2.78
H  -2.99  0.77  1.29
O  -2.33  0.75  1.96
H  -1.98  -2.61  -2.09
H  -1.61  -1.43  -2.87
O  -1.47  -2.39  -2.88
H  1.21  -1.63  -4.06
H  2.24  -0.53  -3.67
O  2.12  -1.35  -4.16
H  1.08  1.92  1.54
H  2.22  2.68  2.24
O  1.32  2.78  1.92
H  -2.56  -1.25  0.37
H  -2.11  -1.67  1.85
O  -2.82  -1.69  1.21
H  -0.34  -0.25  3.39
H  0.03  0.16  2.04
O  0.46  -0.19  2.85
H  2.59  -0.07  2.00
H  4.12  -0.34  2.36
O  3.51  0.06  1.75
H  -3.53  3.30  -0.83
H  -3.57  1.88  -0.22
O  -3.91  2.75  -0.14
H  3.63  -3.16  -0.58
H  2.81  -3.01  0.73
O  3.68  -2.89  0.33
H  -2.88  3.26  1.98
H  -1.79  2.90  3.02
O  -2.70  3.18  2.93
H  -1.99  0.43  -1.32
H  -3.60  -0.31  -1.33
O  -2.66  -0.50  -1.31

Summary:
HOMO-LUMO gap = 0.28741 hartree
Total charge = -1
2S+1 = 1

---

Pick two: it beats the second-best structure by 386.5 kJ/mol.

---

## one
# C2H5N3O3

The molecule C2H5N3O3 (ωB97M-V with the def2-TZVPD basis set, OMol25).

Cartesian coordinates (Å):
C  1.83  -0.62  -0.56
C  -1.49  0.14  1.20
N  0.63  0.20  -0.70
N  0.67  1.45  -0.31
N  -1.72  -0.36  0.04
O  -0.31  2.12  -0.31
O  -0.62  -0.49  -0.94
O  -2.80  -0.62  -0.49
H  1.79  -1.42  -1.18
H  2.04  -0.75  0.57
H  2.79  -0.12  -0.82
H  -2.30  0.12  1.94
H  -0.52  0.35  1.58

Summary:
HOMO-LUMO gap = 0.35857 hartree
2S+1 = 1
SMILES = C=[N+]([O-])ON(C)N=O

---

## two
# C2H5N3O3

A cluster of 2 separate species, C2H5N3O3 in total (ωB97M-V with the def2-TZVPD basis set, OMol25).

Cartesian coordinates (Å):
C  -2.71  -0.24  0.18
C  1.24  0.66  0.40
N  -1.99  -1.09  -0.22
N  0.86  1.75  -0.32
N  1.10  -0.53  -0.07
O  1.63  -1.57  0.69
O  -3.51  0.47  0.64
O  0.53  -0.85  -1.15
H  1.73  0.78  1.35
H  1.36  -2.39  0.25
H  -1.15  -1.11  -0.79
H  0.32  1.53  -1.15
H  0.57  2.58  0.18

Summary:
HOMO-LUMO gap = 0.34256 hartree
2S+1 = 1
SMILES = N/C=[N+](\[O-])O.N=C=O

---

Pick two: it beats the second-best structure by 535.3 kJ/mol.

---

## one
# C12H35N3O5Sr2

A structure of composition C12H35N3O5Sr2 (ωB97M-V with the def2-TZVPD basis set, OMol25).

Cartesian coordinates (Å):
Sr  3.63  20.53  -2.60
Sr  2.98  20.88  -5.93
O  4.23  19.17  -4.68
H  4.18  18.23  -4.84
O  1.68  20.51  -3.91
H  0.76  20.57  -4.17
C  0.57  18.17  -9.08
C  1.23  19.40  -8.48
C  0.19  20.28  -7.70
O  0.85  21.30  -6.99
C  -0.03  22.39  -6.66
N  2.39  19.04  -7.65
H  0.01  17.63  -8.31
H  1.32  17.52  -9.53
H  -0.15  18.41  -9.87
H  1.66  20.02  -9.28
H  -0.46  19.66  -7.08
H  -0.40  20.65  -8.54
H  -0.33  22.98  -7.52
H  0.48  23.06  -5.96
H  -0.90  22.01  -6.12
H  3.00  18.40  -8.17
H  2.00  18.40  -6.94
C  -1.47  23.29  -0.58
C  -0.89  22.08  -1.34
C  -1.98  21.42  -2.21
O  -3.08  21.12  -1.44
C  -3.83  20.04  -1.95
N  0.14  22.60  -2.26
H  -2.00  23.04  0.33
H  -2.11  23.83  -1.29
H  -0.65  23.98  -0.35
H  -0.54  21.33  -0.63
H  -1.43  20.57  -2.66
H  -2.24  22.05  -3.07
H  -4.51  20.37  -2.74
H  -4.45  19.57  -1.19
H  -3.22  19.22  -2.33
H  0.94  22.91  -1.70
H  0.56  21.79  -2.74
C  -0.95  17.09  -5.35
C  0.43  16.51  -5.08
C  0.78  15.35  -6.03
O  -0.24  14.45  -6.27
C  -0.51  13.56  -5.20
N  1.52  17.52  -5.19
H  -1.69  16.47  -4.85
H  -1.22  17.15  -6.40
H  -1.05  18.07  -4.89
H  0.48  16.24  -4.02
H  1.75  14.91  -5.75
H  0.98  15.81  -7.00
H  0.35  12.92  -4.98
H  -1.32  12.91  -5.52
H  -0.76  14.04  -4.25
H  2.36  17.04  -4.87
H  1.44  18.30  -4.54

Summary:
HOMO-LUMO gap = 0.22815 hartree
Total charge = +2
2S+1 = 1

---

## two
# C12H35N3O5Sr2

A structure of composition C12H35N3O5Sr2 (ωB97M-V with the def2-TZVPD basis set, OMol25).

Cartesian coordinates (Å):
Sr  2.92  7.48  0.34
Sr  6.26  8.60  0.90
O  4.19  9.72  0.24
H  4.29  10.23  -0.57
O  5.12  7.24  -0.85
H  5.55  6.40  -1.08
C  6.61  8.04  -5.78
C  6.50  7.50  -4.36
C  7.74  6.73  -3.94
O  7.94  5.68  -4.88
C  9.23  5.69  -5.47
N  6.19  8.60  -3.41
H  6.65  7.22  -6.50
H  7.48  8.69  -5.88
H  5.75  8.64  -6.07
H  5.67  6.79  -4.34
H  7.56  6.19  -3.00
H  8.63  7.36  -3.81
H  9.96  5.33  -4.75
H  9.53  6.65  -5.87
H  9.23  4.96  -6.29
H  5.76  8.15  -2.60
H  5.38  9.06  -3.83
C  6.36  3.68  -1.84
C  5.42  2.95  -0.87
C  6.17  1.93  -0.01
O  6.50  0.88  -0.88
C  6.88  -0.29  -0.19
N  4.80  3.98  0.01
H  7.11  4.23  -1.27
H  5.80  4.30  -2.54
H  6.99  3.01  -2.44
H  4.62  2.43  -1.40
H  5.58  1.63  0.86
H  7.09  2.42  0.34
H  6.10  -0.59  0.52
H  7.78  -0.14  0.42
H  7.12  -1.09  -0.88
H  5.56  4.33  0.60
H  4.59  4.80  -0.54
C  -1.66  5.77  -0.19
C  -0.14  5.98  -0.15
C  0.44  5.67  -1.52
O  1.82  6.03  -1.57
C  2.59  5.45  -2.63
N  0.17  7.37  0.26
H  -2.00  4.85  -0.67
H  -2.08  6.61  -0.75
H  -2.12  5.80  0.79
H  0.23  5.22  0.55
H  -0.05  6.26  -2.31
H  0.25  4.63  -1.77
H  2.78  4.41  -2.34
H  3.55  5.96  -2.75
H  2.04  5.44  -3.57
H  -0.27  7.96  -0.43
H  -0.32  7.56  1.13

Summary:
HOMO-LUMO gap = 0.20973 hartree
Total charge = +2
2S+1 = 1

---

Pick two: it beats the second-best structure by 10.1 kJ/mol.

---

## one
# C2H4F2Si

A cluster of 2 separate species, C2H4F2Si in total (ωB97M-V with the def2-TZVPD basis set, OMol25).

Cartesian coordinates (Å):
C  1.45  -0.31  0.63
C  0.93  -1.50  0.44
F  1.49  0.21  1.88
F  0.74  -1.90  -0.79
Si  -1.33  0.80  -1.28
H  1.75  0.22  -0.27
H  -0.33  1.58  -1.99
H  0.61  -2.26  1.20
H  -2.36  1.64  -2.18

Summary:
HOMO-LUMO gap = 0.29190 hartree
2S+1 = 1

---

## two
# C2H4F2Si

The molecule C2H4F2Si (ωB97M-V with the def2-TZVPD basis set, OMol25).

Cartesian coordinates (Å):
C  -0.86  -0.25  -1.33
C  0.18  0.27  -0.71
F  -1.68  -1.08  -0.66
F  0.99  1.11  -1.39
Si  0.57  0.05  1.34
H  -1.16  -0.10  -2.36
H  -0.70  0.24  2.03
H  1.09  -1.31  1.46
H  1.57  1.07  1.62

Summary:
HOMO-LUMO gap = 0.38760 hartree
2S+1 = 1
SMILES = F/C=C(/F)[SiH3]

---

Pick two: it beats the second-best structure by 223.6 kJ/mol.

---

## one
# C5H7NO

A cluster of 2 separate species, C5H7NO in total (ωB97M-V with the def2-TZVPD basis set, OMol25).

Cartesian coordinates (Å):
C  -1.92  0.13  -0.21
C  -0.94  -0.09  -1.13
C  2.35  -1.11  -0.03
C  -1.03  -0.41  0.90
C  0.04  -0.56  -0.17
N  1.18  -1.05  -0.22
O  1.43  1.74  0.24
H  -2.81  0.63  -0.27
H  -0.61  0.22  -2.18
H  2.99  -1.99  -0.16
H  0.58  1.12  0.37
H  -0.91  0.36  1.78
H  -1.43  -1.46  1.29
H  1.08  2.48  -0.22

Summary:
HOMO-LUMO gap (spin up / spin down) = 0.23776 / 0.31867 hartree
2S+1 = 3

---

## two
# C5H7NO

The molecule C5H7NO (ωB97M-V with the def2-TZVPD basis set, OMol25).

Cartesian coordinates (Å):
C  -1.19  -1.33  -0.43
C  -2.81  0.14  0.09
C  -0.97  1.09  -0.55
C  -0.21  -0.16  -0.45
C  0.66  -0.17  0.77
N  -2.42  -1.14  -0.09
O  -3.83  0.59  0.43
H  -0.90  -2.24  -0.86
H  -0.87  1.45  -1.57
H  -0.86  1.80  0.25
H  0.32  -0.22  -1.44
H  0.18  -0.15  1.76
H  1.31  0.67  0.83
H  1.45  -0.90  0.81

Summary:
HOMO-LUMO gap (spin up / spin down) = 0.25431 / 0.29236 hartree
2S+1 = 3

---

Pick two: it beats the second-best structure by 232.6 kJ/mol.

---

## one
# C3H5NO2S2

The molecule C3H5NO2S2 (ωB97M-V with the def2-TZVPD basis set, OMol25).

Cartesian coordinates (Å):
C  -1.89  0.27  0.85
C  -0.18  -0.45  -0.58
C  1.33  -0.83  -0.39
N  1.94  0.11  0.22
O  -2.34  0.67  1.88
O  -0.81  -0.51  0.66
S  -2.75  0.60  -0.73
S  3.57  -0.07  0.52
H  -0.15  0.51  -0.99
H  -0.69  -1.11  -1.23
H  1.59  -1.75  -0.85
H  -3.52  1.46  -0.36
H  3.91  1.12  1.00

Summary:
HOMO-LUMO gap = 0.36066 hartree
2S+1 = 1
SMILES = O=C(S)OC/C=N/S

---

## two
# C3H5NO2S2

A cluster of 2 separate species, C3H5NO2S2 in total (ωB97M-V with the def2-TZVPD basis set, OMol25).

Cartesian coordinates (Å):
C  -0.18  -0.16  1.42
C  -0.33  0.01  -0.09
C  -0.98  1.32  -0.70
H  -0.23  -2.19  1.33
H  -1.07  0.41  1.74
H  0.72  0.11  1.94
H  3.44  -0.75  -1.39
H  -0.26  0.74  -2.58
N  0.46  -0.57  -0.97
O  -0.85  -1.41  1.69
O  -0.69  1.59  -2.03
S  1.97  -1.47  -0.44
S  -1.99  2.36  0.07

Summary:
HOMO-LUMO gap = 0.27039 hartree
2S+1 = 1

---

Pick one: it beats the second-best structure by 322.3 kJ/mol.

---

## one
# C5H10N3O

The ion C5H10N3O with charge +1 (ωB97M-V with the def2-TZVPD basis set, OMol25).

Cartesian coordinates (Å):
C  0.12  1.58  1.41
C  -0.26  0.55  -0.83
C  -0.87  1.33  0.32
C  1.91  -0.06  1.24
C  -0.09  -0.85  -0.73
N  1.14  0.88  1.61
N  0.23  1.31  -1.74
N  -1.11  -1.72  0.03
O  0.36  -1.61  -1.78
H  -0.04  2.43  2.06
H  -1.77  0.87  0.75
H  -1.16  2.30  -0.08
H  1.97  -0.96  1.84
H  2.69  0.12  0.51
H  0.73  0.87  -2.50
H  -0.66  -2.64  0.09
H  -1.99  -1.83  -0.50
H  -1.32  -1.36  0.96
H  0.13  -1.22  -2.64

Summary:
HOMO-LUMO gap (spin up / spin down) = 0.24417 / 0.24428 hartree
Total charge = +1
2S+1 = 1

---

## two
# C5H10N3O

The ion C5H10N3O with charge +1 (ωB97M-V with the def2-TZVPD basis set, OMol25).

Cartesian coordinates (Å):
C  2.12  -0.35  -0.13
C  1.51  -1.51  -0.29
C  -1.00  -1.74  -0.03
C  -0.26  1.46  -0.45
C  -1.62  -0.43  0.53
N  -1.33  0.84  0.32
N  1.01  1.71  0.27
N  1.62  0.57  0.86
O  0.38  -1.79  0.53
H  2.89  0.18  -0.74
H  1.89  -2.18  -1.17
H  -1.41  -2.56  0.50
H  -0.93  -1.81  -1.12
H  0.21  0.83  -1.17
H  -0.60  2.32  -0.94
H  -2.39  -0.66  1.27
H  -1.72  1.58  0.81
H  1.13  2.54  0.95
H  1.10  0.16  1.64

Summary:
HOMO-LUMO gap (spin up / spin down) = 0.26608 / 0.26611 hartree
Total charge = +1
2S+1 = 1
SMILES = C1=C\OC/C=[NH+]\CNN/1

---

## three
# C5H10N3O

The ion C5H10N3O with charge +1 (ωB97M-V with the def2-TZVPD basis set, OMol25).

Cartesian coordinates (Å):
C  0.90  1.70  0.08
C  2.20  1.17  0.46
C  -0.01  0.78  -0.25
C  1.78  -0.85  -0.64
C  -1.44  0.94  -0.53
N  2.59  0.00  0.16
N  0.38  -0.70  -0.41
N  -0.33  -1.54  0.56
O  -2.28  0.10  0.38
H  0.59  2.70  0.12
H  2.79  1.74  1.01
H  2.12  -0.48  -1.58
H  1.95  -1.95  -0.39
H  -1.75  0.67  -1.48
H  -1.86  2.00  -0.53
H  -1.22  -0.96  0.82
H  0.29  -1.53  1.50
H  -0.33  -2.44  0.23
H  -3.20  0.19  0.43

Summary:
HOMO-LUMO gap = 0.33808 hartree
Total charge = +1
2S+1 = 1
SMILES = [NH3+]N1CN=CC=C1CO

---

Pick three: it beats the second-best structure by 9.2 kJ/mol.

---

## one
# C4H14NO3

A cluster of 3 separate species, C4H14NO3 in total (ωB97M-V with the def2-TZVPD basis set, OMol25).

Cartesian coordinates (Å):
C  -0.79  0.32  0.57
N  0.16  1.33  1.08
C  0.67  2.13  0.01
O  1.39  1.46  -1.01
C  -1.25  -0.59  1.75
C  -0.08  -1.40  2.30
H  -0.54  -0.37  -0.23
H  -1.66  0.93  0.34
H  0.98  0.85  1.42
H  1.45  2.80  0.39
H  -0.09  2.76  -0.44
H  -1.69  0.08  2.50
H  -2.13  -1.12  1.38
H  0.50  -0.77  2.99
H  0.69  -1.53  1.54
H  -0.48  -2.32  2.72
H  -0.17  -1.48  -2.29
H  -1.75  -1.25  -2.80
O  -1.22  -1.81  -2.23
H  0.90  0.72  -1.40
H  1.85  -1.34  -1.97
O  1.01  -0.88  -1.99

Summary:
HOMO-LUMO gap = 0.30732 hartree
Total charge = -1
2S+1 = 1

---

## two
# C4H14NO3

A cluster of 4 separate species, C4H14NO3 in total (ωB97M-V with the def2-TZVPD basis set, OMol25).

Cartesian coordinates (Å):
C  -1.06  -1.70  -0.27
N  0.04  -0.92  -0.84
C  0.57  0.02  0.08
C  1.43  1.10  -0.65
C  2.74  1.39  0.13
O  2.55  -1.56  0.20
H  -0.73  -2.40  0.51
H  -1.70  -0.98  0.22
H  -1.58  -2.26  -1.05
H  0.88  -1.50  -0.87
H  -0.11  0.59  0.71
H  1.43  -0.52  0.72
H  0.85  2.02  -0.66
H  1.66  0.72  -1.64
H  2.48  1.84  1.09
H  3.35  2.11  -0.40
H  -3.07  0.49  0.47
H  3.17  0.40  0.28
O  -2.37  1.13  1.02
H  -2.30  0.78  1.91
H  -4.33  -0.26  -0.89
O  -3.90  -0.49  -0.07

Summary:
HOMO-LUMO gap = 0.16835 hartree
Total charge = -1
2S+1 = 1

---

Pick one: it beats the second-best structure by 579.1 kJ/mol.